This record from the OMol25 dataset describes a 16-piece molecular cluster, C26H48Cl31N2 overall at a distorted geometry. The level of theory is the ωB97M-V functional and the def2-TZVPD basis.

Lowest unoccupied orbital energy   -5.008 eV
Total energy   -15394.3103 Ha
Net charge   +1
HOMO-LUMO gap   6.810 eV
HOMO level   -11.82 eV

Geometry as XYZ:
```
107
C26H48Cl31N2, DFT the ωB97M-V functional and the def2-TZVPD basis
C 4.747 -4.427 -0.345
C 5.527 -3.233 -1.173
C 4.813 -1.743 -1.004
C 3.638 -1.576 -2.172
C 2.119 -1.389 -1.515
C 0.832 -1.910 -2.362
C -0.691 -1.801 -1.768
C -2.022 -2.349 -2.550
Cl -1.852 -4.230 -2.594
C -3.447 -2.052 -1.797
C -3.642 -2.983 -0.422
C -0.705 -1.093 -0.252
N 0.638 -0.709 0.294
N 1.907 -0.802 -0.173
H 3.914 -4.048 0.386
H 4.226 -5.121 -1.142
H 5.566 -5.103 0.199
H 6.660 -3.201 -0.810
H 5.579 -3.569 -2.311
H 4.370 -1.722 0.092
H 5.663 -0.930 -1.095
H 3.902 -0.743 -2.961
H 3.599 -2.618 -2.750
H 1.021 -2.395 -3.424
H -2.060 -2.017 -3.694
H -3.661 -0.910 -1.591
H -4.299 -2.440 -2.538
H -4.129 -4.034 -0.664
H -4.361 -2.427 0.327
H -2.622 -3.194 0.118
H -1.728 -0.938 0.344
H 0.576 -0.285 1.273
C -6.293 -6.024 -0.864
Cl -5.872 -5.161 0.621
Cl -7.634 -5.232 -1.701
H -5.422 -6.041 -1.524
H -6.585 -7.046 -0.611
C 5.397 -1.066 -6.155
Cl 4.157 -2.323 -6.076
Cl 6.227 -0.892 -4.604
H 6.128 -1.335 -6.922
H 4.924 -0.115 -6.414
C -3.603 0.306 -5.870
Cl -4.843 -0.952 -5.790
Cl -2.773 0.479 -4.319
H -2.872 0.037 -6.636
H -4.076 1.256 -6.128
C 1.535 2.968 0.235
Cl 1.955 3.831 1.720
Cl 0.194 3.760 -0.602
H 2.406 2.951 -0.425
H 1.243 1.946 0.488
C 0.335 7.572 -0.849
Cl 0.755 8.434 0.635
Cl -1.006 8.364 -1.687
H 1.206 7.555 -1.509
H 0.043 6.550 -0.597
C -11.043 -5.751 -0.961
Cl -11.732 -6.015 -2.567
Cl -11.578 -6.996 0.174
H -9.953 -5.779 -1.033
H -11.363 -4.773 -0.593
C 9.142 -3.557 1.290
Cl 7.463 -3.405 1.821
Cl 9.821 -1.981 0.864
H 9.734 -3.992 2.099
H 9.181 -4.210 0.414
C 5.086 6.184 1.528
Cl 4.532 6.952 0.035
Cl 6.747 5.601 1.364
H 5.043 6.913 2.341
H 4.433 5.338 1.757
C 5.254 5.066 5.179
Cl 5.494 6.612 6.000
Cl 3.860 5.131 4.094
H 6.147 4.830 4.596
H 5.085 4.288 5.927
C 3.098 8.063 8.755
Cl 1.859 6.806 8.834
Cl 3.929 8.237 10.306
H 3.829 7.794 7.988
H 2.625 9.014 8.496
C -8.703 -8.789 -3.384
Cl -6.976 -8.414 -3.348
Cl -9.468 -8.416 -1.835
H -9.180 -8.195 -4.168
H -8.832 -9.853 -3.598
C 4.584 4.940 11.897
Cl 5.703 4.464 10.615
Cl 3.253 3.785 12.041
H 5.125 4.978 12.846
H 4.175 5.926 11.665
C -1.646 8.364 9.572
Cl -1.406 9.911 10.394
Cl -3.040 8.430 8.487
H -0.753 8.128 8.990
H -1.815 7.586 10.321
C 4.464 -0.229 -10.049
Cl 5.394 -1.706 -9.773
Cl 4.933 1.040 -8.911
H 4.648 0.122 -11.068
H 3.402 -0.448 -9.920
C -14.033 -3.269 -3.059
Cl -14.976 -3.343 -4.553
Cl -13.074 -1.786 -2.986
H -14.715 -3.294 -2.206
H -13.361 -4.130 -3.020
```

***

This record from the OMol25 dataset describes C26H48Cl3FeN5O3PSi as an isolated structure at a distorted geometry. The level of theory is the ωB97M-V functional and the def2-TZVPD basis.

Spin multiplicity   5
Lowest unoccupied orbital energy (alpha / beta)   0.649 / 0.627 eV
Total energy   -4794.1479 Ha
Net charge   -1
HOMO-LUMO gap (alpha / beta)   4.169 / 4.144 eV
HOMO level (alpha / beta)   -3.52 / -3.52 eV

Geometry as XYZ:
```
88
C26H48Cl3FeN5O3PSi, DFT the ωB97M-V functional and the def2-TZVPD basis
C -1.927 -2.568 -4.856
C -1.041 -3.134 -3.801
H -2.539 -3.417 -5.214
H -1.409 -2.088 -5.705
H -2.586 -1.799 -4.427
C -0.479 -4.343 -3.882
C -0.442 -5.110 -5.169
H -0.109 -4.856 -2.981
H 0.116 -4.572 -5.956
H -1.457 -5.294 -5.557
H 0.053 -6.077 -5.021
Fe -1.097 2.749 -0.939
Cl -2.939 3.263 0.145
Cl 1.078 2.869 -0.495
H 1.264 4.553 3.051
H -1.513 6.891 1.976
C 1.010 4.998 2.078
C -1.002 6.224 1.270
N -0.430 5.065 1.939
H 1.387 4.338 1.275
C -1.203 4.118 2.511
O -0.760 3.131 3.116
H -1.744 5.945 0.514
H -2.290 4.269 2.381
H 1.401 6.017 1.949
H -0.187 6.782 0.817
H 2.667 -1.007 -3.580
H 2.381 -3.453 -3.247
C 3.189 -0.845 -2.636
C 3.229 -3.320 -2.561
N 3.092 -2.055 -1.846
H 2.720 -0.024 -2.088
C 3.286 -1.996 -0.502
O 3.335 -0.934 0.167
H 3.262 -4.145 -1.838
H 3.410 -2.987 -0.041
H 4.247 -0.613 -2.834
H 4.155 -3.339 -3.153
O 0.363 -1.589 -2.977
C -0.748 -2.235 -2.587
C 0.294 -3.608 -0.672
C -0.803 -2.944 -1.217
H 1.255 -3.552 -1.179
C 0.164 -4.317 0.531
H -1.667 -1.606 -2.567
C -2.011 -2.952 -0.536
H 1.012 -4.833 0.967
C -1.086 -4.339 1.184
C -2.178 -3.657 0.649
H -2.855 -2.416 -0.966
H -1.215 -4.904 2.104
H -3.153 -3.665 1.155
Si -0.280 2.621 -3.639
Cl -1.455 0.795 -1.636
C 1.558 2.882 -3.901
C -1.074 4.130 -2.723
C -1.277 2.329 -5.214
H 2.214 2.285 -3.249
H 1.743 3.932 -3.623
H 1.897 2.758 -4.944
H -0.709 1.903 -6.057
H -1.712 3.275 -5.583
H -2.131 1.665 -5.009
H -1.475 4.312 -1.689
H -1.976 4.399 -3.298
H -0.340 4.950 -2.816
C 2.068 -0.877 4.838
N 1.588 0.299 4.061
C 0.378 0.828 4.725
N -0.701 -0.178 4.873
C -0.173 -1.332 5.631
N 1.032 -1.926 4.994
C 0.722 -2.587 3.723
P 0.028 -1.383 2.458
C 1.337 -0.075 2.651
C -1.244 -0.580 3.568
H 2.343 -0.520 5.841
H 2.931 -1.318 4.316
H -0.027 1.665 4.130
H 0.662 1.182 5.736
H -0.962 -2.097 5.689
H 0.119 -0.981 6.633
H 1.636 -3.048 3.315
H -0.004 -3.398 3.891
H 1.017 0.811 2.091
H 2.265 -0.442 2.193
H -2.049 -1.311 3.723
H -1.649 0.312 3.071
```

***

This record from the OMol25 dataset describes C26H48Cl3N6O3SiTi as an isolated structure at a distorted geometry. The level of theory is the ωB97M-V functional and the def2-TZVPD basis.

Spin multiplicity   3
Lowest unoccupied orbital energy (alpha / beta)   2.203 / 2.198 eV
Total energy   -4093.4140 Ha
Net charge   -1
HOMO-LUMO gap (alpha / beta)   4.095 / 7.183 eV
HOMO level (alpha / beta)   -1.89 / -4.98 eV

Geometry as XYZ:
```
88
C26H48Cl3N6O3SiTi, DFT the ωB97M-V functional and the def2-TZVPD basis
C 2.889 4.874 -4.295
C 2.085 4.878 -5.582
H 3.850 4.354 -4.394
H 2.376 4.363 -3.471
H 3.150 5.889 -3.953
C 2.714 5.168 -6.752
C 4.110 5.601 -6.896
H 2.143 5.184 -7.691
H 4.790 4.906 -6.388
H 4.235 6.610 -6.482
H 4.267 5.571 -7.975
Ti -0.163 2.695 -2.641
Cl -0.745 2.074 -0.361
Cl -1.149 4.739 -2.390
C -2.580 1.108 -3.178
O -1.351 1.257 -3.429
N -3.335 0.119 -3.641
C -2.749 -1.182 -4.020
C -4.791 0.298 -3.695
H -3.111 1.822 -2.515
H -2.246 -1.623 -3.143
H -2.017 -1.054 -4.832
H -3.588 -1.819 -4.335
H -5.132 0.677 -2.715
H -5.275 -0.658 -3.919
H -5.053 1.052 -4.460
H 4.180 0.388 0.368
H 3.949 0.716 -3.453
C 3.898 -0.424 -0.322
C 3.966 -0.161 -2.795
N 3.277 0.119 -1.536
H 3.169 -1.082 0.174
C 2.174 0.862 -1.471
O 1.676 1.576 -2.402
H 3.500 -1.010 -3.309
H 1.606 0.773 -0.537
H 4.791 -0.984 -0.611
H 4.989 -0.448 -2.568
O 0.628 3.274 -3.939
C 0.675 4.581 -5.640
C 0.761 3.483 -7.952
C 0.093 4.117 -6.859
H 1.811 3.177 -7.852
C 0.141 3.376 -9.217
H -0.012 5.134 -5.017
C -1.262 4.419 -7.024
H 0.712 3.001 -10.082
C -1.182 3.848 -9.360
C -1.868 4.396 -8.263
H -1.771 4.872 -6.173
H -1.629 3.838 -10.370
H -2.855 4.828 -8.446
Si 1.224 0.329 -6.822
Cl 2.923 1.384 -6.501
C 1.256 -0.128 -8.598
C -0.549 1.094 -6.593
C 1.198 -0.510 -5.122
H 0.246 -0.199 -9.006
H 1.749 -1.107 -8.595
H 1.813 0.540 -9.262
H 1.882 -0.090 -4.378
H 1.336 -1.584 -5.269
H 0.222 -0.339 -4.656
H -0.889 1.752 -7.418
H -0.724 1.595 -5.609
H -1.165 0.175 -6.654
C -1.387 -1.723 -0.035
N -0.003 -1.505 0.456
C 0.696 -2.793 0.422
N 0.024 -3.820 1.263
C -1.360 -3.990 0.758
N -2.122 -2.740 0.796
C -2.145 -2.239 2.192
N -0.787 -2.026 2.731
C -0.095 -1.036 1.856
C -0.051 -3.308 2.647
H -1.322 -2.110 -1.067
H -1.928 -0.767 -0.009
H 1.719 -2.652 0.800
H 0.712 -3.162 -0.617
H -1.866 -4.733 1.383
H -1.319 -4.358 -0.279
H -2.710 -1.302 2.238
H -2.644 -3.005 2.797
H 0.921 -0.882 2.250
H -0.650 -0.095 1.863
H -0.560 -4.050 3.274
H 0.974 -3.148 3.016
```

***

This record from the OMol25 dataset describes a 2-piece molecular cluster, C26H48F2IN4O3 overall at a distorted geometry. The level of theory is the ωB97M-V functional and the def2-TZVPD basis.

Lowest unoccupied orbital energy   -2.454 eV
Total energy   -1961.3418 Ha
Net charge   +1
HOMO-LUMO gap   8.496 eV
HOMO level   -10.95 eV

Geometry as XYZ:
```
84
C26H48F2IN4O3, DFT the ωB97M-V functional and the def2-TZVPD basis
C -1.913 -2.566 4.105
C -2.393 -2.020 3.166
C -2.979 -1.424 1.966
C -2.369 -1.922 0.637
C -0.839 -1.830 0.770
O -0.425 -0.626 1.411
C 0.962 -0.464 1.274
C 1.553 0.272 2.459
C -2.777 -1.110 -0.619
I -4.881 -0.478 -0.753
C -1.966 0.072 -1.152
C -2.017 1.478 -0.489
N -0.700 2.028 -0.187
N -2.750 1.521 0.775
N -2.577 2.382 -1.521
O -2.656 -2.080 -1.675
C -2.996 -3.314 -1.222
O -3.375 -4.163 -1.959
C -2.765 -3.412 0.308
C -4.092 -4.027 0.820
F -5.159 -3.166 0.581
C -4.153 -4.567 2.257
C -5.029 -3.780 3.248
C -1.694 -4.533 0.400
F -1.136 -4.578 1.679
C -0.583 -4.555 -0.673
C 0.679 -5.243 -0.155
H -1.430 -2.770 5.038
H -2.823 -0.350 2.054
H -4.061 -1.552 1.955
H -0.468 -2.653 1.375
H -0.356 -1.907 -0.205
H 1.193 0.080 0.348
H 1.479 -1.427 1.209
H 1.376 1.347 2.397
H 1.117 -0.087 3.388
H 2.631 0.125 2.515
H -2.333 0.212 -2.166
H -0.921 -0.212 -1.281
H 0.012 1.663 -0.799
H -0.468 1.871 0.782
H -3.728 1.722 0.619
H -2.395 2.256 1.375
H -3.477 2.018 -1.829
H -2.787 3.262 -1.062
H -4.257 -4.873 0.153
H -4.548 -5.581 2.209
H -3.158 -4.667 2.679
H -5.884 -4.365 3.580
H -5.420 -2.845 2.860
H -4.457 -3.542 4.142
H -2.236 -5.473 0.287
H -0.961 -5.172 -1.484
H -0.349 -3.574 -1.070
H 1.219 -4.617 0.553
H 1.345 -5.459 -0.988
H 0.442 -6.191 0.322
C 4.204 6.549 -2.276
C 2.988 5.658 -2.572
C 2.773 4.456 -1.664
N 3.614 3.224 -1.912
C 3.307 2.649 -3.253
C 5.096 3.441 -1.747
C 5.296 3.504 -0.246
C 4.377 2.382 0.251
C 3.289 2.217 -0.818
H 5.098 6.236 -2.814
H 4.002 7.568 -2.596
H 4.433 6.579 -1.209
H 2.974 5.370 -3.624
H 2.095 6.269 -2.431
H 1.745 4.106 -1.770
H 2.913 4.733 -0.620
H 3.598 3.357 -4.023
H 2.240 2.444 -3.309
H 3.871 1.729 -3.372
H 5.586 2.562 -2.167
H 5.413 4.317 -2.300
H 4.982 4.471 0.145
H 6.334 3.360 0.040
H 3.954 2.601 1.229
H 4.936 1.452 0.345
H 2.289 2.405 -0.436
H 3.322 1.223 -1.258
```

***

This record from the OMol25 dataset describes C26H48F6O13S2V as an isolated structure at a distorted geometry. The level of theory is the ωB97M-V functional and the def2-TZVPD basis.

Spin multiplicity   2
Lowest unoccupied orbital energy (alpha / beta)   0.026 / 0.234 eV
Total energy   -4337.1390 Ha
Net charge   0
HOMO-LUMO gap (alpha / beta)   9.293 / 9.501 eV
HOMO level (alpha / beta)   -9.27 / -9.27 eV

Geometry as XYZ:
```
96
C26H48F6O13S2V, DFT the ωB97M-V functional and the def2-TZVPD basis
O -10.361 32.035 2.606
V -9.888 31.244 1.353
C -8.907 27.539 4.138
F -9.480 26.879 3.137
F -9.893 27.877 5.009
F -8.015 26.691 4.688
S -7.928 29.077 3.436
O -6.782 28.562 2.637
O -8.886 29.830 2.605
O -7.455 29.826 4.579
C -12.082 32.839 -2.601
F -11.460 31.832 -3.202
F -12.339 33.825 -3.450
F -13.163 32.377 -2.016
S -10.880 33.431 -1.138
O -10.778 32.325 -0.187
O -9.572 33.738 -1.753
O -11.499 34.625 -0.518
C -7.315 29.902 -1.896
C -7.181 28.799 -0.856
C -8.509 28.803 -0.210
O -8.871 30.190 -0.198
C -8.433 30.797 -1.401
H -7.544 29.552 -2.903
H -6.388 30.466 -1.994
H -6.406 29.095 -0.149
H -6.805 27.863 -1.267
H -8.550 28.314 0.763
H -9.226 28.202 -0.769
H -7.946 31.764 -1.282
H -9.213 30.932 -2.150
C -12.466 31.136 6.511
C -11.142 31.800 6.776
C -10.253 31.335 5.641
O -11.098 30.500 4.818
C -12.129 29.954 5.643
H -13.100 31.856 5.994
H -13.038 30.826 7.386
H -10.725 31.398 7.698
H -11.251 32.883 6.834
H -9.398 30.768 6.009
H -9.644 32.070 5.116
H -11.799 29.067 6.183
H -13.011 29.562 5.136
C -12.150 27.721 0.761
C -12.520 28.407 -0.573
C -12.123 29.843 -0.380
O -11.526 29.895 0.926
C -12.167 28.917 1.689
H -11.153 27.289 0.678
H -12.878 26.964 1.052
H -13.582 28.290 -0.789
H -11.969 27.954 -1.397
H -12.988 30.503 -0.437
H -11.381 30.018 -1.159
H -13.146 29.237 2.047
H -11.653 28.671 2.618
C -14.755 32.985 3.204
C -14.954 33.366 1.774
C -13.583 33.491 1.166
O -12.951 32.413 1.825
C -13.362 32.411 3.200
H -15.482 32.329 3.681
H -14.758 33.931 3.745
H -15.540 34.277 1.653
H -15.476 32.639 1.151
H -13.068 34.419 1.418
H -13.564 33.475 0.076
H -12.633 32.924 3.828
H -13.383 31.383 3.560
C -6.034 33.329 2.115
C -7.152 34.391 2.288
C -8.030 34.012 1.101
O -8.053 32.587 1.216
C -6.817 32.087 1.767
H -5.462 33.160 3.028
H -5.300 33.558 1.342
H -6.779 35.416 2.276
H -7.606 34.244 3.267
H -7.640 34.284 0.120
H -8.991 34.515 1.200
H -6.147 31.468 1.170
H -7.054 31.645 2.735
C -9.247 36.272 4.674
C -10.040 36.669 3.472
C -10.766 35.408 3.065
O -10.257 34.376 3.886
C -9.862 35.002 5.119
H -9.226 37.008 5.478
H -8.210 36.113 4.379
H -9.438 37.067 2.655
H -10.715 37.452 3.817
H -10.699 35.073 2.030
H -11.849 35.453 3.184
H -9.227 34.323 5.688
H -10.815 35.139 5.631
```